Density functional theory data (ωB97M-V with the def2-TZVPD basis set) for a 12-piece molecular cluster, C34H98N18O14 overall at a distorted geometry.

SMILES string: COC[C@H](C)N.COC[C@H](C)N.COC[C@H](C)N.COC[C@H](C)N.COCCNCCOC.COCCNCCOC.NC(N)=O.NC(N)=O.NC(N)=O.NC(N)=O.NC(N)=O.NC(N)=O
E_tot (eV): -92334.4889
Gap between HOMO and LUMO (eV): 7.84

Last column: Löwdin charge in e.
Cartesian coordinates (Å):
C -3.387376 0.045093 2.674132  -0.104
O -4.310717 -0.188974 1.631333  -0.207
C -4.457482 0.901363 0.742643  -0.219
C -5.851346 0.893616 0.112510  -0.409
C -6.916063 1.063965 1.193740  -0.069
N -6.070104 -0.403040 -0.569695  0.048
H -3.861287 0.534847 3.530659  0.093
H -2.490434 0.522441 2.273550  0.071
H -3.121236 -0.939190 3.072975  0.087
H -4.245151 1.935356 1.050479  0.133
H -3.693496 0.714469 -0.024809  0.108
H -5.998495 1.691960 -0.615333  0.121
H -7.927458 0.836595 0.859732  0.073
H -7.008234 2.104578 1.529123  0.074
H -6.674341 0.503916 2.097681  0.073
H -5.469860 -0.411736 -1.392128  0.042
H -5.560970 -1.052153 0.030285  0.058
C 1.475712 -4.183359 -0.109413  -0.078
O 1.687404 -4.651606 -1.443659  -0.192
C 2.426608 -3.721659 -2.196298  -0.226
C 2.506070 -4.237851 -3.649520  -0.424
C 3.357469 -5.497938 -3.654966  -0.059
N 3.099019 -3.195721 -4.495357  0.027
H 0.771952 -4.897939 0.313392  0.078
H 0.911827 -3.240720 -0.157831  0.069
H 2.396178 -3.997623 0.443866  0.096
H 1.940210 -2.734258 -2.188318  0.105
H 3.430038 -3.557274 -1.784543  0.139
H 1.461232 -4.289212 -3.968748  0.134
H 3.543815 -5.859580 -4.667683  0.075
H 2.959047 -6.335156 -3.078806  0.077
H 4.305160 -5.263806 -3.163592  0.087
H 3.142924 -3.448902 -5.478659  0.080
H 4.095665 -3.144958 -4.290081  0.067
C -0.522153 2.938194 -0.846834  -0.121
O -0.558231 4.290368 -0.479006  -0.182
C 0.295484 5.108402 -1.262134  -0.210
C 0.152130 6.565472 -0.897669  -0.389
C 0.479567 7.471209 -2.090569  -0.075
N 1.048875 6.884399 0.256280  0.058
H 0.289822 2.383899 -0.370358  0.080
H -0.537668 2.715875 -1.921017  0.065
H -1.470191 2.542451 -0.473057  0.084
H 1.305818 4.681187 -1.168384  0.139
H 0.067452 4.950759 -2.329255  0.119
H -0.881069 6.807111 -0.641505  0.136
H 1.378217 7.208993 -2.653524  0.084
H 0.255670 8.527515 -1.984092  0.077
H -0.247982 7.124698 -2.847734  0.074
H 1.576668 7.721648 0.038838  0.066
H 1.740915 6.140890 0.259853  0.052
C -0.204543 -4.335070 3.005731  -0.105
O 1.120493 -4.455311 3.467751  -0.229
C 1.374240 -5.605647 4.247119  -0.201
C 0.918214 -5.456098 5.685019  -0.426
C 1.580762 -4.347119 6.484586  -0.051
N 1.294646 -6.705806 6.375744  0.025
H -0.876369 -4.142730 3.848494  0.089
H -0.490461 -5.239877 2.459380  0.085
H -0.386042 -3.513391 2.311690  0.065
H 0.905085 -6.512151 3.831911  0.125
H 2.423344 -5.881784 4.127482  0.124
H -0.165640 -5.304043 5.747166  0.129
H 2.653700 -4.528344 6.575311  0.077
H 1.172628 -4.271840 7.493562  0.079
H 1.514821 -3.362768 6.021341  0.053
H 1.130420 -6.647616 7.372668  0.068
H 0.753385 -7.502832 6.057941  0.069
C 1.115653 -0.902949 4.886298  -0.129
O 1.078224 0.087657 3.894833  -0.199
C 0.251275 1.167848 4.292599  -0.202
C 0.243974 2.270609 3.227990  -0.202
N 1.156124 3.370156 3.463317  -0.086
C 0.966620 4.505184 2.554173  -0.189
C 1.914149 5.610732 2.949065  -0.234
O 3.142678 5.375777 2.300277  -0.201
C 3.995028 6.434019 1.979528  -0.118
H 2.033170 -0.762628 5.464193  0.102
H 1.130191 -1.922374 4.490780  0.053
H 0.274698 -1.028331 5.583458  0.093
H 0.422698 1.424518 5.342328  0.129
H -0.805507 0.850785 4.245182  0.106
H -0.795526 2.631564 3.160131  0.115
H 0.440762 1.791403 2.263635  0.109
H 1.148245 3.629660 4.440340  0.115
H -0.052250 4.915949 2.626660  0.124
H 1.109366 4.097806 1.554990  0.111
H 1.992186 5.769496 4.031712  0.125
H 1.513784 6.554221 2.548658  0.091
H 4.697832 6.159550 1.192201  0.090
H 4.709528 6.599899 2.801073  0.085
H 3.433894 7.347694 1.769155  0.078
C -2.945169 -0.127790 -3.123748  -0.065
O -3.963829 0.693708 -2.561332  -0.216
C -3.966041 2.073356 -2.883468  -0.197
C -4.550231 2.480880 -4.242011  -0.182
N -3.587619 2.240842 -5.337008  -0.056
C -4.206726 2.156223 -6.651681  -0.212
C -5.136413 0.996084 -6.918323  -0.241
O -4.415583 -0.214425 -7.006451  -0.196
C -5.157718 -1.347005 -6.560952  -0.091
H -2.012882 0.063040 -2.585405  0.068
H -2.808512 0.161313 -4.160444  0.052
H -3.272542 -1.161454 -3.064536  0.094
H -2.940873 2.463592 -2.821303  0.116
H -4.555456 2.572093 -2.115421  0.114
H -4.783134 3.541587 -4.353097  0.123
H -5.485400 1.909604 -4.316862  0.112
H -3.104973 1.377770 -5.146064  0.045
H -3.414690 2.122588 -7.409314  0.120
H -4.681448 3.118861 -6.863799  0.121
H -5.757845 1.173473 -7.803436  0.127
H -5.839693 0.926382 -6.076074  0.105
H -6.197333 -1.348830 -6.881294  0.091
H -5.084476 -1.344154 -5.465216  0.082
H -4.568602 -2.206995 -6.873453  0.087
N -3.053153 -4.255721 0.341138  0.157
C -2.360026 -3.360122 -0.439826  -0.656
N -1.809729 -3.887355 -1.548113  0.191
O -2.398715 -2.172628 -0.142540  0.004
H -3.711895 -3.758201 0.920799  0.105
H -3.388402 -5.149260 0.023079  0.098
H -1.087037 -3.390665 -2.040067  0.103
H -1.790930 -4.892042 -1.585203  0.107
N 4.771807 -0.622929 -3.203148  0.134
C 5.169046 0.215548 -2.185478  -0.686
N 4.172656 0.945370 -1.634132  0.172
O 6.316097 0.190144 -1.769507  0.016
H 3.953252 -0.506273 -3.774402  0.059
H 5.427058 -1.260374 -3.614235  0.079
H 3.213124 0.727363 -1.903860  0.041
H 4.387019 1.585295 -0.892445  0.095
N 4.664041 -3.661296 4.604776  0.138
C 4.314129 -2.447173 4.024535  -0.668
N 3.344483 -2.606694 3.066242  0.173
O 4.819611 -1.396473 4.351662  0.046
H 5.389579 -3.645556 5.298563  0.094
H 4.556495 -4.519331 4.095836  0.081
H 2.707743 -3.363131 3.291039  0.053
H 3.060535 -1.761417 2.593656  0.096
N -0.251503 -0.974309 1.378858  0.174
C 0.601396 -0.494807 0.398825  -0.665
N -0.062509 -0.264589 -0.769060  0.186
O 1.776923 -0.268235 0.594920  0.041
H -1.175685 -1.289598 1.127382  0.040
H -0.088091 -0.651716 2.318887  0.067
H 0.398147 0.087188 -1.595605  0.056
H -1.054283 -0.431685 -0.764650  0.056
N 5.344462 2.345735 3.528852  0.140
C 4.810066 1.636275 2.464416  -0.681
N 3.453138 1.739972 2.395484  0.174
O 5.507237 1.027188 1.679768  0.029
H 4.807566 3.020301 4.036636  0.076
H 6.324518 2.204435 3.683058  0.090
H 2.886067 2.403646 2.910743  0.053
H 2.994304 1.044785 1.825459  0.055
N 0.151500 1.156338 -4.369217  0.185
C 1.015461 0.247247 -3.866382  -0.652
N 0.752115 -1.044341 -4.185611  0.190
O 1.803688 0.536141 -2.965014  -0.019
H -0.487452 0.803070 -5.057049  0.092
H 0.231901 2.114142 -4.086770  0.106
H 1.279655 -1.816019 -3.817031  0.053
H 0.076695 -1.183380 -4.916614  0.100

Forces on atoms 1 to 2 (eV/Å):
C -0.273 -0.964 0.057
O -0.480 0.681 0.688